# 1
{"formula": "C4H14N2O", "method": "ωB97M-V with the def2-TZVPD basis set", "gap_ev": 9.814, "lumo_ev": 0.6, "e_tot_ha": -345.48187, "e_above_lowest_kj_mol": 247.6, "smiles": "NCCCCN.O", "elements": ["C", "C", "C", "C", "N", "N", "H", "H", "H", "H", "H", "H", "H", "H", "H", "H", "H", "H", "H", "H", "O"], "coordinates": [[-0.5723, 1.8516, 0.0205], [-0.8653, 0.5975, 0.8755], [-0.5579, -0.4947, -0.0028], [-1.1413, -0.5249, -1.4097], [-0.2536, -0.8940, -2.4967], [0.7964, 1.9184, -0.4940], [-0.9304, 2.7496, 0.5156], [-1.3501, 1.9118, -0.7828], [-1.8012, 0.5994, 1.3165], [-0.1344, 0.4797, 1.6520], [0.5439, -0.5736, -0.1938], [-1.0251, -1.4245, 0.5195], [-1.5086, 0.4272, -1.7737], [-1.8885, -1.2309, -1.5542], [0.6683, -0.4525, -2.4336], [-0.0262, -1.9172, -2.2228], [1.5325, 2.1425, 0.2136], [0.8334, 2.7159, -1.0867], [2.1243, -3.2417, 2.7495], [2.7982, -1.8698, 3.1575], [2.7580, -2.7698, 3.4306]], "forces_ev_per_angstrom": [[-1.66, 1.07, 0.91], [2.46, 2.73, -1.10], [-0.41, -4.82, -1.14], [0.72, 1.87, -1.07], [1.82, -3.29, 0.64], [0.46, -0.08, 0.72], [0.62, 0.48, 0.91], [1.21, -0.54, 0.06], [-2.05, 0.10, 0.56], [0.30, 0.53, 0.93], [-0.89, -0.23, 0.73], [1.51, 0.87, -0.81], [-0.54, 0.19, 0.54], [-1.91, -1.06, 0.40], [-0.41, 0.27, 0.13], [-0.09, 1.86, -1.19], [-1.24, -0.52, -0.33], [0.11, 0.57, -0.86], [1.98, 1.61, 2.08], [-0.04, 1.08, -0.46], [-1.94, -2.68, -1.62]]}


# 2
{"formula": "C4H14N2O", "method": "ωB97M-V with the def2-TZVPD basis set", "gap_ev": [10.555, 5.608], "lumo_ev": [-3.2, -8.1], "multiplicity": 2, "e_tot_ha": -345.18595, "e_above_lowest_kj_mol": 152.6, "total_charge": 1, "elements": ["N", "C", "C", "C", "N", "C", "H", "H", "H", "H", "H", "H", "H", "H", "H", "H", "H", "H", "H", "H", "O"], "coordinates": [[0.5173, 2.3888, -0.1748], [0.8586, 1.2615, -0.9706], [1.0299, 1.4529, -2.4871], [-0.2606, 0.0374, -0.9192], [-1.2085, -0.0003, 0.2057], [-0.7823, -0.0146, 1.5828], [0.7776, 2.3020, 0.7956], [-0.4325, 2.6798, -0.3610], [1.7115, 0.7218, -0.5392], [2.1055, 1.5706, -2.6778], [0.5723, 2.3926, -2.8542], [0.6788, 0.5507, -2.9963], [0.2976, -0.8896, -1.0804], [-0.9638, 0.1798, -1.7368], [-1.5597, 0.9638, 0.1706], [0.1121, -0.6607, 1.5716], [-0.6009, 0.9112, 2.1371], [-1.5900, -0.4080, 2.2376], [0.1655, -5.0523, 3.2619], [-0.7200, -5.2673, 1.9356], [-0.7083, -5.1199, 2.8988]], "forces_ev_per_angstrom": [[0.16, -1.54, -1.26], [0.49, 0.27, 0.85], [0.41, 0.60, 0.18], [-2.76, -1.64, 0.89], [2.10, 3.63, -0.43], [0.64, -2.61, 0.88], [-0.13, 0.28, 0.13], [0.17, 0.84, 0.17], [-0.01, 0.55, -0.02], [-0.22, -0.10, 0.04], [-0.17, -0.75, 0.20], [0.12, 0.49, -0.26], [-0.02, 0.15, 0.31], [0.40, 0.21, -0.42], [-1.47, -0.79, -0.66], [-0.43, 0.13, 0.89], [0.26, 0.70, -0.94], [0.44, -0.44, -0.55], [0.72, -0.14, -0.33], [0.61, 0.03, 0.87], [-1.32, 0.12, -0.55]]}


# 3
{"formula": "C4H14N2O", "method": "ωB97M-V with the def2-TZVPD basis set", "gap_ev": [8.220, 5.219], "lumo_ev": [-14.2, -17.2], "multiplicity": 2, "e_tot_ha": -344.27532, "e_above_lowest_kj_mol": 40.9, "total_charge": 3, "elements": ["C", "C", "C", "C", "N", "N", "H", "H", "H", "H", "H", "H", "H", "H", "H", "H", "H", "H", "H", "H", "O"], "coordinates": [[0.1290, 0.8267, -0.9361], [0.2760, 0.0467, 0.4215], [0.3397, -1.4068, 0.2780], [1.0127, -2.2239, 1.1988], [1.6026, -3.5258, 0.8114], [-0.3242, 2.2309, -0.7294], [-0.3465, 0.2803, -1.7330], [1.1844, 0.9475, -1.2403], [-0.6832, 0.2154, 0.9715], [1.1181, 0.4152, 1.0094], [-0.3992, -1.8192, -0.4182], [1.4257, -1.9025, 2.1486], [2.5589, -3.3256, 0.4439], [1.1044, -4.0440, 0.0635], [1.6571, -4.1571, 1.6251], [0.1288, 2.6912, 0.0614], [-1.4495, 2.3822, -0.6647], [-0.0825, 2.7762, -1.5586], [-2.9546, 3.9753, -0.6039], [-3.5677, 2.5793, -0.6711], [-2.7300, 3.0379, -0.4779]], "forces_ev_per_angstrom": [[2.45, 0.45, 0.85], [0.27, -0.04, -0.70], [-1.66, 0.63, 0.66], [1.45, -0.64, -0.76], [-0.82, 0.38, -0.31], [-1.40, -0.62, -0.54], [-0.80, 0.16, -0.11], [-0.35, -0.27, -0.22], [-0.04, -0.25, 0.28], [-0.25, 0.26, 0.22], [0.57, -0.45, -0.32], [-0.27, 0.37, 0.25], [0.01, -0.37, 0.29], [-0.04, 0.13, 0.06], [0.31, -0.12, 0.14], [0.00, -0.02, 0.09], [0.77, 0.47, 0.27], [0.18, 0.10, -0.15], [0.29, 0.01, 0.07], [0.22, 0.05, 0.12], [-0.90, -0.22, -0.20]]}


# 4
{"formula": "C4H14N2O2", "method": "ωB97M-V with the def2-TZVPD basis set", "gap_ev": [2.402, 7.932], "lumo_ev": [3.2, 3.1], "multiplicity": 2, "e_tot_ha": -420.71620, "e_above_lowest_kj_mol": 87.6, "total_charge": -1, "elements": ["C", "C", "C", "C", "N", "N", "H", "H", "H", "H", "H", "H", "H", "H", "H", "H", "H", "H", "O", "H", "H", "O"], "coordinates": [[1.2182, 1.1298, -0.3829], [0.1116, 0.7691, -1.4599], [-1.2195, 0.4207, -0.8457], [-1.7627, 0.9146, 0.2529], [-3.0199, 0.5291, 0.7388], [2.0054, -0.0212, 0.1018], [0.7583, 1.5647, 0.4990], [1.9131, 1.7188, -0.9908], [0.1619, 1.5981, -2.1778], [0.5330, -0.0850, -1.9966], [-1.7021, -0.2755, -1.5225], [-1.2703, 1.6710, 0.8442], [-2.9707, 0.3899, 1.7539], [-3.2917, -0.3839, 0.3860], [2.1123, -0.6796, -0.6533], [1.4695, -0.5165, 0.8080], [-0.1305, 0.2700, 3.6845], [-1.0596, -0.9056, 3.2027], [-0.1255, -0.6443, 3.3399], [2.5727, -2.0359, -2.2837], [1.9173, -2.8764, -1.2004], [1.7792, -2.5519, -2.0981]], "forces_ev_per_angstrom": [[-0.10, -1.35, -1.43], [1.33, 0.51, 1.64], [0.86, 0.04, -1.86], [-0.53, -0.42, -0.07], [-0.02, -0.22, 0.46], [-0.33, 0.15, 0.28], [0.37, 0.70, -0.20], [0.05, 0.70, 0.86], [-0.70, 0.03, 0.00], [-0.29, -0.14, -0.07], [-0.74, -0.27, 0.59], [0.09, -0.04, 0.15], [-0.05, 0.33, 0.09], [0.04, 0.15, -0.23], [0.01, -0.08, -0.20], [-0.05, 0.04, 0.18], [-0.38, -0.20, -0.08], [-0.02, 0.35, 0.12], [0.44, -0.16, -0.14], [-0.06, -0.08, -0.05], [-0.14, 0.00, -0.01], [0.23, -0.04, -0.02]]}


# 5
{"formula": "C4H14N2O2", "method": "ωB97M-V with the def2-TZVPD basis set", "gap_ev": 9.610, "lumo_ev": 0.5, "e_tot_ha": -420.75284, "e_above_lowest_kj_mol": 137.2, "smiles": "C[C@@H](N)CNCO.O", "elements": ["C", "N", "C", "O", "C", "C", "N", "H", "H", "H", "H", "H", "H", "H", "H", "H", "H", "H", "H", "H", "H", "O"], "coordinates": [[-1.5514, 0.1142, -0.5939], [-1.6138, 1.3566, 0.1811], [-0.4287, 1.8980, 0.7387], [0.1519, 1.3309, 1.9164], [-0.3831, -0.9084, -0.3316], [-0.7864, -1.7584, 0.8517], [-0.1546, -1.6587, -1.5542], [-2.4811, -0.4519, -0.5220], [-1.5612, 0.3736, -1.6610], [-2.3285, 1.2350, 0.8934], [0.3206, 1.8232, -0.0564], [-0.5701, 2.9379, 1.0104], [-0.1355, 0.4138, 2.0881], [0.4858, -0.2803, -0.1373], [-0.0221, -2.4424, 1.2367], [-0.9618, -1.2031, 1.7877], [-1.7009, -2.3329, 0.7050], [-0.8841, -1.6521, -2.2219], [0.7513, -1.5141, -1.9244], [3.9014, 0.7567, -0.5119], [5.0933, 1.3453, -1.2435], [4.8590, 0.6170, -0.6513]], "forces_ev_per_angstrom": [[0.46, -0.17, -0.94], [-1.06, -1.08, 1.05], [0.82, -0.10, -0.53], [-0.35, -0.75, 0.53], [-1.40, 1.27, -0.62], [0.56, -0.52, 1.57], [0.36, -0.73, 1.52], [-0.22, 0.19, 0.51], [0.54, 0.13, 0.06], [0.08, 0.41, -0.03], [0.10, 0.32, -0.02], [-0.15, 0.20, -0.14], [0.14, 0.73, -0.47], [0.25, -0.39, 0.26], [0.13, -0.19, -0.72], [-0.31, 0.43, -0.44], [0.05, 0.00, -0.39], [-0.50, 0.18, -0.60], [0.52, 0.08, -0.62], [0.71, -0.20, 0.03], [0.10, -0.21, 0.14], [-0.81, 0.42, -0.16]]}


# 6
{"formula": "C4H14N2O2", "method": "ωB97M-V with the def2-TZVPD basis set", "gap_ev": 9.275, "lumo_ev": 0.7, "e_tot_ha": -420.73899, "e_above_lowest_kj_mol": 173.6, "smiles": "C[C@H](CO)NCN.O", "elements": ["C", "C", "C", "O", "N", "C", "N", "H", "H", "H", "H", "H", "H", "H", "H", "H", "H", "H", "H", "H", "H", "O"], "coordinates": [[-0.6866, -0.4269, 1.5703], [-0.0710, -0.3482, 0.1941], [-0.8923, -1.2667, -0.7934], [-2.0830, -1.8925, -0.2961], [1.2640, -0.9492, 0.0856], [2.3854, 0.0603, -0.0836], [2.0141, 1.2493, -0.8373], [0.1317, -0.3078, 2.2807], [-1.2213, -1.3540, 1.8445], [-1.4299, 0.3434, 1.7623], [-0.0469, 0.7230, -0.0355], [-1.1340, -0.6742, -1.7021], [-0.2959, -2.0924, -1.1504], [-2.6548, -1.1710, -0.0625], [1.5141, -1.5736, 0.8413], [3.1632, -0.5328, -0.5801], [2.7257, 0.4103, 0.8925], [2.5508, 2.0272, -0.4857], [2.1031, 1.0597, -1.8220], [-2.7915, 1.5826, -0.6926], [-1.8244, 2.6806, -0.6239], [-2.7206, 2.4530, -0.3064]], "forces_ev_per_angstrom": [[-0.10, -0.46, 1.35], [-0.83, -2.22, -0.02], [-0.81, 0.91, -0.94], [0.65, 0.33, -0.19], [1.14, 2.26, -0.58], [-0.58, -0.95, 0.34], [-0.22, -0.98, 0.55], [-0.14, 0.22, 0.33], [0.59, 0.09, -0.47], [0.08, 0.37, -0.11], [0.17, -0.57, -0.66], [-0.05, -0.18, 0.24], [0.40, -0.01, 0.25], [-0.75, 0.24, 0.30], [-0.26, 0.05, 0.10], [0.21, 0.32, 0.25], [0.22, -0.02, 0.06], [0.04, 0.10, -0.59], [0.21, 0.54, -0.17], [-0.49, -0.52, -0.09], [-0.54, 0.29, 0.41], [1.08, 0.21, -0.34]]}


# 7
{"formula": "C4H14N2O2", "method": "ωB97M-V with the def2-TZVPD basis set", "gap_ev": 9.870, "lumo_ev": 0.5, "e_tot_ha": -420.75837, "e_above_lowest_kj_mol": 122.7, "smiles": "NCC[C@H](N)CO.O", "elements": ["C", "O", "C", "C", "C", "N", "N", "H", "H", "H", "H", "H", "H", "H", "H", "H", "H", "H", "H", "H", "H", "O"], "coordinates": [[-1.3539, 1.3625, 0.8736], [-2.6208, 1.1018, 1.4932], [-0.3456, 0.1729, 0.8705], [0.6680, 0.6907, -0.2202], [1.8310, -0.2030, -0.6320], [2.5251, -0.6906, 0.5473], [-1.0582, -1.0786, 0.7318], [-0.9433, 2.1472, 1.5080], [-1.5393, 1.6170, -0.1627], [0.2155, 0.0953, 1.8025], [0.2114, 0.9550, -1.1675], [0.9409, 1.7065, 0.1359], [1.4930, -0.8870, -1.4299], [2.5714, 0.4765, -1.0600], [3.3582, -1.2497, 0.4296], [1.9347, -1.2077, 1.1864], [-2.7184, 0.1319, 1.5079], [-0.4621, -1.8791, 0.9090], [-1.3898, -1.2220, -0.2177], [-0.7111, -0.1067, -2.0663], [-1.6424, -0.9100, -2.8609], [-0.9640, -1.0224, -2.1786]], "forces_ev_per_angstrom": [[-0.72, -0.98, 1.66], [0.40, -0.70, -0.16], [0.12, 1.09, -0.93], [-0.11, -0.12, 0.45], [0.81, 1.02, 0.43], [-0.27, -0.62, 0.77], [-0.06, -0.40, -0.46], [0.28, 0.42, -0.71], [0.06, 0.56, -0.20], [-0.14, 0.33, 0.12], [-0.66, 0.04, -0.12], [0.53, -0.71, 0.09], [0.22, -0.30, 0.59], [-0.12, -0.09, -0.60], [-0.04, 0.12, -0.54], [-0.12, 0.02, -0.12], [0.07, 0.26, -0.03], [0.01, 0.11, 0.20], [-0.02, 0.13, 0.02], [0.42, 0.28, 0.33], [0.01, -0.54, 0.06], [-0.68, 0.07, -0.84]]}


# 8
{"formula": "C4H14N2O2", "method": "ωB97M-V with the def2-TZVPD basis set", "gap_ev": 3.472, "lumo_ev": -4.6, "e_tot_ha": -420.50148, "e_above_lowest_kj_mol": 797.2, "elements": ["C", "C", "C", "N", "C", "N", "H", "H", "H", "H", "H", "H", "H", "H", "H", "H", "H", "H", "O", "H", "H", "O"], "coordinates": [[0.0497, 0.1114, -1.6326], [-0.2589, -1.1865, -0.7435], [0.0759, -0.8852, 0.7368], [-2.4756, 0.7414, -0.2079], [-2.3350, -0.0258, 0.9460], [-0.9603, -0.0324, 1.4647], [-0.4011, 1.0056, -1.2312], [-0.4213, -0.0318, -2.6265], [1.1266, 0.2162, -1.7640], [0.3254, -2.0665, -0.9850], [-1.3245, -1.3619, -0.9731], [0.0724, -1.8834, 1.1880], [0.9386, -0.2582, 0.5876], [-3.1823, 1.4606, -0.0325], [-2.7176, -1.0721, 0.9071], [-2.9641, 0.3752, 1.7910], [2.9478, 0.3715, 0.1578], [4.4769, 0.2198, -0.0366], [3.6976, -0.3010, 0.1811], [-0.6057, 0.9103, 1.3097], [2.0961, 2.2721, 0.6646], [1.8393, 1.4210, 0.2985]], "forces_ev_per_angstrom": [[0.33, -2.26, -0.28], [-1.15, 2.45, -1.43], [-2.12, -0.22, -0.14], [0.89, -0.54, 0.48], [-2.12, -0.28, 2.24], [1.33, -0.06, -3.36], [0.15, 0.23, 0.33], [0.18, -0.02, 0.38], [-0.17, 0.26, 0.08], [0.15, 0.06, -0.36], [0.38, -0.56, 0.54], [0.59, 0.45, 0.55], [0.86, -0.19, 1.35], [-0.03, 0.06, -0.05], [0.37, 0.34, -0.56], [0.43, -0.22, -0.41], [0.30, 0.10, 0.15], [-0.06, -0.10, 0.01], [0.11, -0.19, -0.13], [0.32, 0.47, 0.50], [0.07, 0.02, 0.00], [-0.81, 0.21, 0.12]]}


# 9
{"formula": "C4H14N2O2", "method": "ωB97M-V with the def2-TZVPD basis set", "gap_ev": 8.568, "lumo_ev": 0.7, "e_tot_ha": -420.71553, "e_above_lowest_kj_mol": 235.2, "smiles": "NCCNCCO.O", "elements": ["N", "C", "C", "N", "C", "C", "O", "H", "H", "H", "H", "H", "H", "H", "H", "H", "H", "H", "H", "H", "H", "O"], "coordinates": [[1.5472, -1.0812, 1.2784], [0.1188, -0.6418, 1.2866], [-0.4899, -1.3277, 0.1195], [-0.3891, -0.7476, -1.2057], [-0.2135, 0.6761, -1.3974], [1.4044, 1.0144, -1.6519], [2.0534, 1.2819, -0.4168], [1.9228, 0.4318, 0.1305], [2.0446, -1.0282, 2.0879], [1.7091, -1.8564, 0.8110], [-0.5063, -0.7990, 2.1592], [0.1368, 0.4628, 1.2012], [-1.5803, -1.6067, 0.3006], [0.0002, -2.3635, 0.0426], [-0.8691, -1.3049, -1.9531], [-0.4254, 1.2772, -0.4886], [-0.8414, 0.9886, -2.2356], [1.8541, 0.0925, -1.9740], [1.6298, 1.9076, -2.2783], [-3.0700, 1.7693, 0.6120], [-3.3066, 1.1318, 2.0691], [-2.7296, 1.7230, 1.5027]], "forces_ev_per_angstrom": [[-2.85, 4.89, 0.54], [1.51, 0.97, -0.28], [-2.10, -2.80, -1.32], [0.00, -0.23, -0.62], [2.20, 0.41, -0.44], [-1.48, 0.40, 0.95], [-0.67, -1.27, 1.15], [0.64, 1.47, -0.70], [1.42, 0.30, 2.66], [0.69, -4.56, -2.50], [0.41, -0.67, 0.47], [-0.23, -0.53, -0.15], [1.00, 0.57, 0.27], [-0.65, 1.16, 0.26], [0.73, 1.21, 1.31], [-0.33, -0.38, -0.59], [0.19, 0.26, 0.07], [-0.04, -0.35, -1.16], [-0.47, -0.82, 0.09], [-0.43, -0.26, -0.16], [0.85, 1.10, -1.46], [-0.38, -0.87, 1.60]]}


# 10
{"formula": "C4H14N2O2", "method": "ωB97M-V with the def2-TZVPD basis set", "gap_ev": 10.178, "lumo_ev": 0.8, "e_tot_ha": -420.76681, "e_above_lowest_kj_mol": 100.5, "smiles": "NC[C@H](N)CCO.O", "elements": ["N", "C", "C", "C", "O", "C", "N", "H", "H", "H", "H", "H", "H", "H", "H", "H", "H", "H", "H", "H", "H", "O"], "coordinates": [[0.8924, 1.8695, -0.9581], [0.2481, 0.7636, -0.2451], [0.7284, 0.6670, 1.2089], [0.5484, -0.6686, 1.8985], [-0.7830, -0.8070, 2.4316], [0.5789, -0.4827, -1.0640], [-0.4486, -1.5204, -1.0526], [1.8511, 1.6577, -1.1835], [0.8330, 2.7517, -0.4691], [-1.4156, -0.8863, 1.7082], [-0.8065, 1.0230, -0.2252], [0.1844, 1.3140, 1.8993], [1.7479, 1.0161, 1.2697], [0.7632, -1.5777, 1.3462], [1.1625, -0.7530, 2.7532], [1.5631, -0.7933, -0.6856], [0.7375, -0.1674, -2.0917], [-0.3589, -2.0489, -0.1905], [-0.2469, -2.1898, -1.7797], [-2.3260, 1.0478, -1.5143], [-2.5215, -0.5229, -1.6560], [-2.9319, 0.3077, -1.4002]], "forces_ev_per_angstrom": [[-0.43, 0.20, -0.31], [0.26, 0.82, 0.10], [-0.25, -0.45, 0.45], [-1.27, -0.44, -0.01], [0.06, -0.01, -0.16], [0.07, 0.35, 0.08], [0.24, -0.17, 0.40], [0.27, 0.10, 0.13], [0.14, -0.05, 0.11], [0.05, 0.08, -0.02], [-0.22, -0.52, -0.17], [-0.17, 0.45, -0.37], [0.62, -0.18, -0.13], [0.31, 0.04, -0.62], [0.81, 0.21, 1.02], [0.01, -0.39, -0.13], [-0.16, 0.05, -0.12], [-0.27, -0.04, -0.03], [0.01, -0.13, -0.23], [0.14, -0.54, -0.25], [0.67, 0.25, 0.08], [-0.88, 0.37, 0.18]]}